Computed, not measured: C26H58Li3N16O21 as an isolated structure, with ωB97M-V with the def2-TZVPD basis set.

Values from the calculation:
**Total charge**: -1
**Lowest unoccupied orbital energy**: -0.8 eV
**Energy relative to the best compared isomer or geometry (same formula, charge and spin)**: 0.0 kcal/mol
**HOMO**: -4.4 eV
**Frontier orbital gap**: 3.62 eV

```
124
Properties=species:S:1:pos:R:3:forces:R:3
Li 2.30442 0.85076 -20.73652 -1.215 0.456 0.622
Li 0.77263 -1.75629 -20.35987 0.234 1.668 1.366
Li 1.82513 -4.41413 -21.36065 1.309 0.056 0.170
C 1.96941 -0.42203 -23.91770 0.130 -1.202 0.647
C 1.59907 -0.93295 -25.17612 2.090 3.377 -0.400
C 1.74903 -2.44514 -25.36791 -3.952 -0.976 -2.361
O 1.02332 -3.05854 -26.24232 0.680 1.625 -0.420
C 2.37073 -3.28270 -24.50953 2.216 1.847 4.581
C 2.79676 -2.72314 -23.19569 -1.039 0.237 -2.644
C 2.33023 -1.21155 -22.80613 -1.107 -0.582 -2.174
O 2.18209 -0.78530 -21.64288 1.198 -1.424 0.445
O 3.44686 -3.38149 -22.37796 -1.307 -0.080 1.386
O 1.40309 -0.01748 -26.08612 -0.534 -2.916 0.751
H 1.98203 0.64335 -23.74100 -0.104 0.021 -0.172
H 2.43056 -4.33153 -24.76009 0.379 0.011 0.361
C 3.03649 -2.24504 -16.88162 -3.792 -1.602 -4.748
C 3.56562 -1.44247 -15.95487 3.471 0.340 3.188
C 3.23214 0.02003 -15.86988 3.707 3.835 5.540
O 3.79193 0.83610 -14.97206 -1.288 -3.582 -1.976
C 2.52745 0.65408 -16.80084 -3.519 -1.432 -4.698
C 2.00588 -0.14500 -17.89198 1.325 -0.229 2.360
C 2.06897 -1.78225 -17.78971 1.896 2.329 1.780
O 1.36153 -2.48432 -18.54602 -1.132 -0.611 -2.599
O 1.62845 0.38644 -18.95059 -0.731 -0.222 -2.213
O 4.45257 -1.94140 -15.23084 -0.261 1.010 0.343
H 3.35207 -3.26769 -17.02654 0.051 -0.170 0.502
H 2.31592 1.71299 -16.82006 0.342 0.018 0.096
O -0.63335 -0.32520 -21.20799 0.579 -0.655 0.558
H -0.94075 0.57034 -21.06747 0.277 0.269 0.363
H -1.24725 -0.69264 -21.84387 -0.722 -0.295 -0.950
O 5.09555 -5.25370 -21.89091 0.049 -0.800 -0.278
H 4.54805 -4.48376 -22.04480 0.204 -0.141 -0.200
H 5.50744 -5.08960 -21.04260 0.316 0.166 0.745
O 2.77667 2.73681 -25.11421 -0.396 0.482 0.143
H 3.50861 2.35502 -24.62972 0.418 -0.021 -0.080
H 2.32874 1.98577 -25.50349 0.009 -0.505 -0.219
C -0.80956 -1.84901 -29.31322 0.813 1.242 0.680
O -1.53310 -2.67708 -28.88538 -2.276 -3.443 2.092
N -1.22065 -0.99770 -30.20587 -1.333 2.476 -3.716
N 0.37656 -1.53513 -28.84853 2.954 -0.652 1.449
H -2.19544 -0.75074 -30.11151 0.277 0.159 -0.665
H -0.50981 -0.37099 -30.55521 -0.926 0.423 -0.047
H 0.96182 -0.80451 -29.22770 -0.268 -0.319 0.322
H 0.61600 -1.97882 -27.97336 0.589 -0.136 0.051
C -0.84808 -6.76822 -25.00167 2.474 1.808 0.161
O -1.34029 -7.53879 -24.26033 -1.238 -2.621 3.067
N 0.31528 -6.07766 -24.71832 0.517 0.368 1.185
N -1.36449 -6.46795 -26.14586 -1.360 0.576 -2.518
H 0.55029 -6.10156 -23.73634 0.355 -0.148 -0.474
H 0.84573 -5.50834 -25.36223 -0.245 -0.269 0.059
H -2.24856 -6.94724 -26.23967 -0.006 0.563 -0.912
H -1.06004 -5.63641 -26.63161 -0.713 -0.495 -0.399
C -1.62510 2.23653 -26.57005 -2.512 -1.020 -1.903
O -2.62553 2.85647 -26.91285 0.128 0.062 0.505
N -0.45030 2.74729 -26.32296 2.756 2.412 0.813
N -1.52994 0.89789 -26.54751 -1.309 -1.988 0.174
H -0.29008 3.67280 -26.69425 0.397 -0.175 0.287
H 0.28848 2.07297 -26.18295 0.462 0.608 -0.248
H -0.66494 0.42195 -26.33456 -0.068 -0.138 -0.042
H -2.38623 0.36540 -26.60518 0.291 0.159 0.023
C -0.07504 -6.60411 -29.46436 -0.519 -0.611 -0.203
O -0.70882 -7.10489 -30.37784 -0.046 -0.517 -0.752
N 1.03300 -7.09794 -28.94243 2.194 -2.085 -0.242
N -0.52432 -5.51815 -28.84835 -1.095 1.474 0.080
H 1.66159 -6.57573 -28.34889 -0.483 0.005 0.061
H 1.40425 -7.86741 -29.48111 0.074 0.054 0.293
H -1.18209 -5.11249 -29.49865 -0.103 1.106 0.847
H 0.08136 -5.01333 -28.21715 -0.194 0.475 -0.524
C 0.21785 2.70434 -22.50684 3.268 -0.910 3.567
O 1.03643 2.30391 -21.62470 -0.544 1.023 0.103
N -0.08400 1.94907 -23.45749 -1.450 -4.485 -4.991
N -0.40380 3.83940 -22.56819 -0.557 3.543 1.697
H -0.53366 2.32267 -24.28109 -0.010 -0.328 0.123
H 0.32314 1.02614 -23.50793 -0.319 0.201 0.011
H -0.96787 4.08296 -23.36982 0.140 0.246 0.525
H -0.15818 4.45925 -21.80953 -0.438 0.489 -0.506
C 3.59954 0.82867 -29.37336 8.147 2.238 -1.903
O 4.56443 1.05002 -28.68971 2.383 -0.686 1.329
N 3.59537 0.90707 -30.65298 2.587 0.748 -7.329
N 2.45836 0.67635 -29.03148 -11.839 -2.324 5.922
H 2.81199 0.71615 -31.26123 0.192 -0.247 0.536
H 4.45305 1.09962 -31.15039 -0.070 0.159 0.210
H 1.79410 1.29814 -29.46994 -0.437 -0.508 0.638
H 2.35084 0.28104 -28.10829 -0.917 0.779 0.605
C -1.70182 -2.24525 -24.02945 -1.075 3.842 1.685
O -2.05680 -1.24797 -23.40305 -0.219 0.252 1.852
N -0.93847 -3.19261 -23.58815 1.971 -2.354 1.167
N -2.07876 -2.34622 -25.26421 -0.961 -0.777 -4.878
H -0.62119 -3.84484 -24.29103 0.336 -0.471 0.516
H -0.50093 -3.09734 -22.68284 -0.165 -0.011 -0.535
H -1.33999 -2.49693 -25.93622 -0.044 -0.589 -0.377
H -2.75723 -1.67712 -25.59900 0.192 -0.009 0.409
C 5.69974 -2.68349 -19.42982 1.091 -2.951 2.968
O 5.78311 -3.89415 -19.26147 -0.452 -2.182 -1.945
N 6.11783 -2.00141 -18.41710 1.943 3.671 4.169
N 5.30131 -2.02633 -20.45271 -1.800 2.034 -4.327
H 6.02426 -1.01611 -18.21580 -0.285 -0.031 -0.611
H 6.56307 -2.45978 -17.63495 -0.550 -0.446 -0.323
H 4.95654 -2.53071 -21.25696 -0.120 0.233 0.317
H 5.05398 -1.05105 -20.36450 0.141 -0.310 -0.085
C 3.30936 -4.12578 -29.12955 -0.319 -0.606 0.691
C 3.54312 -5.17291 -28.01122 -0.140 0.779 -0.917
C 4.58679 -4.78479 -27.03974 0.435 -0.175 0.877
O 2.36843 -5.35750 -27.23404 -0.546 -0.724 -0.238
H 2.36145 -4.36092 -29.61359 0.094 -0.009 -0.295
H 4.12311 -4.09111 -29.85393 -0.028 -0.063 0.042
H 3.18856 -3.14439 -28.67090 0.093 0.144 0.029
H 3.78082 -6.14432 -28.44477 -0.123 -0.086 -0.106
H 4.26588 -3.86067 -26.55899 0.444 0.435 -0.177
H 5.59778 -4.74899 -27.44560 -0.050 0.199 0.137
H 4.49854 -5.51862 -26.23861 0.606 -0.156 0.070
H 2.12498 -4.54014 -26.79329 -0.265 0.765 -0.105
C 6.26566 0.66326 -24.01566 1.105 0.377 0.180
C 5.99583 0.45647 -25.50124 -0.094 -0.464 -1.586
C 4.82414 -0.49890 -25.62896 -0.288 -0.482 0.611
O 5.74045 1.61965 -26.29328 0.031 0.866 1.785
H 6.72852 -0.22341 -23.58245 -0.490 -0.550 -0.207
H 5.40184 0.92217 -23.40339 -0.314 -0.026 -0.251
H 7.05359 1.36621 -23.74525 -0.145 0.637 -0.583
H 6.83491 0.03975 -26.05837 0.603 -0.615 0.849
H 4.62914 -0.95648 -26.59885 0.134 0.571 -0.360
H 3.94830 0.03645 -25.26235 -0.081 -0.114 -0.289
H 4.95215 -1.36634 -24.98145 0.131 -0.045 0.325
H 5.37829 1.34491 -27.13883 -0.301 -0.153 -0.342
```
Positions in Å, forces in eV/Å.

Computed, not measured: C26H23N3O7S3TeTi as an isolated structure, with ωB97M-V with the def2-TZVPD basis set.

Values from the calculation:
**Total charge**: -1
**2S+1**: 2
**Lowest unoccupied orbital energy (spin up / spin down)**: 1.9 / 1.9 eV
**Expectation value of S²**: 0.75
**Energy relative to the best compared isomer or geometry (same formula, charge and spin)**: 1.9 kcal/mol
**HOMO (spin up / spin down)**: -4.3 / -4.3 eV
**Frontier orbital gap (spin up / spin down)**: 6.11 / 6.13 eV

```
64
Properties=species:S:1:pos:R:3:forces:R:3
Ti -1.46811 -0.42051 0.20832 -0.517 0.544 -0.408
O -4.75576 1.83150 -0.29017 0.050 -0.040 0.049
C -3.81684 1.06735 -0.31987 -0.200 -0.028 -0.285
O -2.78214 1.07881 0.45959 0.210 -0.215 -0.117
C -3.79454 -0.15019 -1.32472 -0.068 0.115 0.091
O -4.75850 -0.47026 -1.97134 0.072 0.047 -0.046
O -2.63469 -0.77463 -1.31199 0.016 -0.158 0.465
C 1.12528 -2.43832 -1.53953 0.024 0.036 0.018
C 0.32086 -3.11376 -0.48692 -0.190 0.147 -0.090
N -0.67109 -2.55719 0.15633 0.300 0.017 -0.139
C -1.24799 -3.41902 1.06550 0.089 -0.171 0.002
C -0.67576 -4.65255 1.10714 -0.164 0.199 0.046
S 0.61038 -4.73473 -0.01588 -0.044 -0.007 0.018
C -2.35635 -2.91697 1.87613 -0.073 -0.146 0.124
C -2.96975 -3.57922 2.89141 0.111 0.091 -0.115
S -4.13356 -2.56082 3.60131 -0.041 -0.057 0.036
C -3.75539 -1.31175 2.49931 0.137 0.133 -0.174
N -2.81494 -1.63601 1.64486 0.108 -0.178 0.210
C -4.44983 -0.00057 2.60662 -0.005 0.034 0.009
H 0.71374 -1.44797 -1.74246 -0.004 -0.014 0.008
H 1.12987 -3.02369 -2.45879 0.000 0.011 -0.012
H 2.15379 -2.31872 -1.19899 -0.028 -0.051 -0.028
H -0.94476 -5.48620 1.73228 0.012 -0.013 -0.006
H -2.76719 -4.57028 3.25828 0.005 -0.002 0.012
H -5.14470 -0.01344 3.44517 0.013 -0.001 0.012
H -4.99927 0.23480 1.69627 -0.014 -0.005 0.015
H -3.71480 0.78907 2.75399 -0.015 0.003 -0.010
C 3.40908 1.41068 -6.61636 0.008 -0.034 -0.042
C 2.60034 1.39248 -5.34736 -0.004 0.014 0.031
C 1.28159 1.81863 -5.32443 -0.026 -0.003 0.012
C 0.52474 1.82967 -4.15519 0.001 -0.084 0.013
C -0.90167 2.29652 -4.24514 -0.050 0.004 0.029
C 1.10067 1.40602 -2.94241 0.093 -0.149 -0.130
Te -0.01397 1.66427 -1.14902 0.107 0.026 0.186
C 2.43125 0.95393 -2.96059 -0.020 0.037 -0.018
C 3.15096 0.45823 -1.73560 0.063 0.060 0.087
C 3.15114 0.95692 -4.15312 0.014 -0.031 -0.034
H 2.83744 1.84414 -7.43721 -0.002 0.002 -0.004
H 3.70813 0.40299 -6.91492 -0.004 -0.003 0.008
H 4.32242 1.99723 -6.49740 0.001 0.006 0.011
H 0.81847 2.16023 -6.24505 0.006 0.000 -0.010
H -1.16392 2.50117 -5.28387 -0.038 0.010 -0.001
H -1.06779 3.19787 -3.65322 0.031 0.012 -0.002
H -1.58793 1.54881 -3.84371 0.017 -0.014 -0.018
H 2.70448 0.84912 -0.82282 -0.005 0.008 -0.011
H 4.20376 0.74362 -1.77260 0.014 0.014 0.011
H 3.11705 -0.63099 -1.67817 0.030 0.050 -0.004
H 4.18222 0.61301 -4.13863 0.012 0.013 0.002
O -1.28383 0.68910 6.19352 0.030 -0.044 0.040
S -0.34918 -0.12167 5.46281 -0.087 -0.025 -0.098
O 0.14355 -1.32078 6.08626 -0.023 0.031 0.028
N -0.93332 -0.46301 3.96957 0.056 -0.008 -0.116
C -0.19201 0.08715 3.04280 0.051 -0.069 0.294
O -0.36325 -0.04889 1.79631 -0.010 -0.125 0.025
C 0.96254 0.90683 3.53417 -0.173 -0.062 -0.049
C 1.87915 1.62991 2.79168 -0.045 -0.015 0.087
C 2.86810 2.30763 3.49622 -0.005 -0.004 -0.033
C 2.92545 2.25420 4.88682 0.004 -0.003 0.069
C 1.98922 1.53429 5.62474 0.020 0.038 -0.119
C 1.01201 0.87279 4.91098 0.139 0.061 0.078
H 1.79626 1.67176 1.71117 0.012 -0.014 -0.011
H 3.60277 2.89193 2.95733 0.004 -0.002 -0.002
H 3.71089 2.78934 5.40577 -0.002 0.009 -0.004
H 2.02522 1.50011 6.70483 -0.005 -0.003 0.010
```
Positions in Å, forces in eV/Å.

Values for max |F|, eV/Å, ordered as above
13.44 0.85
Values for calculated total energy, eV, ordered as above
-95364.807 -109059.951